# 1
Here is a structure of composition C34H67InN11O7P in a non-equilibrium geometry from the Open Molecules 2025 dataset. Energies are from wB97M-V/def2-TZVPD.

Output
net charge: +2
energy relative to the best compared isomer or geometry (same formula, charge and spin): 0.915 eV
E_HOMO: -0.4769 hartree
total energy: -81522.6859 eV
frontier orbital gap: 7.563 eV
lowest unoccupied orbital energy: -5.4 eV

Atoms and positions in Å:
In (0.422, -0.053, -0.221)
P (-3.254, -1.554, -0.345)
O (-0.504, -4.065, 0.503)
O (-3.719, -3.111, -0.525)
O (3.059, -0.651, -4.426)
O (-3.576, -1.424, 1.236)
O (2.229, 0.473, -2.679)
O (-4.471, -0.699, -0.995)
O (-0.386, -1.842, 0.531)
N (1.524, -2.139, 3.615)
N (-1.103, 1.092, -1.461)
N (2.609, -2.576, 1.611)
N (1.057, -1.830, -1.727)
N (-0.557, 1.449, 1.234)
N (3.461, 2.982, -1.334)
N (1.473, -0.558, 1.871)
N (-2.450, 1.600, -3.291)
N (-0.789, -0.126, -3.429)
N (4.085, 1.077, -0.157)
N (1.862, 1.747, -0.122)
C (0.991, 2.919, -0.059)
C (2.514, -2.635, 4.550)
C (-1.958, 1.543, 0.818)
C (1.032, 0.452, 2.826)
C (-0.422, 0.833, 2.571)
C (3.095, 1.944, -0.547)
C (-0.256, 0.424, -4.681)
C (5.198, 0.769, -1.037)
C (0.107, 2.779, 1.178)
C (-3.571, -2.518, 2.185)
C (2.359, -0.553, -3.297)
C (4.745, 3.654, -1.173)
C (1.415, -4.190, -3.181)
C (2.611, 3.546, -2.366)
C (-3.311, -3.927, -1.622)
C (0.705, -4.185, -2.001)
C (4.361, 0.900, 1.265)
C (-1.473, -1.399, -3.653)
C (2.626, -4.018, 1.836)
C (-2.030, 1.909, -0.652)
C (-1.481, 0.864, -2.689)
C (-5.861, -0.907, -0.644)
C (-3.408, 1.025, -4.227)
C (-4.327, -3.882, -2.743)
C (1.963, -2.990, -3.620)
C (-6.695, 0.094, -1.402)
C (-2.405, 3.058, -3.276)
C (0.130, -2.244, 4.005)
C (1.853, -1.723, 2.347)
C (1.757, -1.846, -2.873)
C (-4.955, -3.091, 2.370)
C (-0.184, -2.996, 0.021)
C (3.373, -2.173, 0.451)
C (0.556, -2.987, -1.306)
H (-3.272, 3.497, -2.777)
H (-5.965, -0.789, 0.435)
H (-2.432, 0.580, 1.007)
H (-0.101, -3.278, 4.278)
H (-4.932, -3.866, 3.138)
H (-0.726, -2.177, -3.827)
H (4.570, 4.730, -1.119)
H (-3.055, 1.028, -5.262)
H (-1.819, 2.972, -0.773)
H (0.330, 1.319, -4.474)
H (2.546, -2.937, -4.527)
H (-1.038, -0.067, 2.561)
H (2.075, -4.525, 1.042)
H (-3.049, 1.737, -1.007)
H (-6.441, 1.115, -1.114)
H (1.665, 1.334, 2.706)
H (-3.210, -2.078, 3.116)
H (-2.380, 3.415, -4.308)
H (-2.322, -3.608, -1.970)
H (1.147, 0.128, 3.860)
H (2.503, -2.032, 5.461)
H (-4.451, -2.863, -3.116)
H (0.715, 2.902, 2.069)
H (3.435, 0.883, 1.825)
H (-7.753, -0.062, -1.189)
H (3.507, -2.571, 4.110)
H (-2.492, 2.290, 1.415)
H (3.197, 3.637, -3.284)
H (-6.131, -1.932, -0.905)
H (-2.853, -3.271, 1.858)
H (0.396, -0.323, -5.136)
H (5.223, 3.344, -0.249)
H (4.934, 1.014, -2.063)
H (-1.032, 0.668, -5.412)
H (2.248, 4.541, -2.099)
H (-5.319, -3.537, 1.446)
H (4.877, -0.047, 1.419)
H (-0.652, 3.565, 1.203)
H (3.418, 0.223, -4.643)
H (-2.141, -1.377, -4.519)
H (5.408, -0.301, -0.976)
H (3.256, -1.111, 0.255)
H (0.370, 3.006, -0.953)
H (5.415, 3.456, -2.012)
H (-5.653, -2.319, 2.695)
H (4.434, -2.392, 0.614)
H (-6.550, -0.013, -2.478)
H (-4.312, 1.631, -4.178)
H (0.260, -5.073, -1.574)
H (-0.502, -1.977, 3.161)
H (-0.110, -1.605, 4.861)
H (6.113, 1.304, -0.770)
H (1.773, 2.885, -2.565)
H (1.552, -5.102, -3.746)
H (5.013, 1.698, 1.637)
H (-5.296, -4.237, -2.395)
H (2.166, -4.275, 2.781)
H (2.330, -3.675, 4.837)
H (-0.813, 1.506, 3.343)
H (-2.048, -1.660, -2.768)
H (-1.496, 3.404, -2.788)
H (-3.681, 0.020, -3.923)
H (-4.014, -4.516, -3.573)
H (-3.199, -4.934, -1.220)
H (1.565, 3.843, 0.028)
H (3.659, -4.370, 1.839)
H (3.066, -2.741, -0.430)

Löwdin population analysis, charges in e, atoms 1 to 4: 0.95, 0.85, 0.09, -0.30

# 2
Here is a cluster of 10 separate species, C34H68Br6O14 in total in a non-equilibrium geometry from the Open Molecules 2025 dataset. Energies are from wB97M-V/def2-TZVPD.

Output
SMILES: CCOC(C)=O.CCOC(C)=O.CCOC(C)=O.CCOC(C)=O.CCOC(C)=O.CCOC(C)=O.CCOC(C)=O.BrCCBr.BrCCBr.BrCCBr
E_HOMO: -0.3692 hartree
total energy: -485280.2119 eV
frontier orbital gap: 10.390 eV
lowest unoccupied orbital energy: 0.3 eV

Atoms and positions in Å:
Br (4.780, -0.010, 5.526)
Br (-0.099, -1.758, -2.500)
Br (0.370, 1.464, -0.019)
Br (1.063, -2.231, 2.876)
Br (-2.649, -4.291, -5.264)
Br (0.565, 1.196, 7.243)
O (-7.147, -0.745, -1.131)
O (0.557, 4.997, -1.436)
O (0.966, -5.331, -2.793)
O (5.195, 2.462, 1.670)
O (-2.031, 2.686, 2.773)
O (-5.012, -1.172, -1.703)
O (2.001, -4.295, -1.057)
O (-3.892, 2.483, 1.383)
O (-3.294, -4.694, 2.013)
O (-2.565, -2.520, 2.033)
O (3.539, 1.681, -2.728)
O (2.729, -0.247, -1.804)
O (4.297, 3.139, 3.716)
O (-1.537, 4.830, -2.360)
C (3.209, 0.347, -2.716)
C (-1.536, -4.162, 3.505)
C (-4.033, -4.115, -0.174)
C (-4.559, 0.025, -1.215)
C (-0.429, 4.373, 3.305)
C (3.133, 2.570, -1.706)
C (1.854, -4.582, -2.357)
C (3.161, -0.281, -4.124)
C (-0.147, -4.690, 0.039)
C (4.823, 4.786, 2.041)
C (2.561, 1.080, 6.822)
C (-2.510, -3.658, 2.427)
C (-2.983, 0.465, 2.113)
C (-1.627, 4.017, 2.417)
C (3.787, 3.887, -1.957)
C (4.729, 3.373, 2.553)
C (-2.110, -3.164, -3.849)
C (-1.665, 3.444, -2.036)
C (2.832, -0.073, 5.818)
C (-2.960, 1.993, 1.992)
C (1.339, -4.921, 0.052)
C (-4.456, -4.400, 1.215)
C (-6.352, -1.368, -1.816)
C (-0.973, 2.504, -3.131)
C (-0.274, 6.764, -2.670)
C (-0.426, 5.415, -2.047)
C (-0.729, -2.696, -4.067)
C (-3.061, 0.221, -1.237)
C (5.473, 0.125, 0.910)
C (5.114, 1.114, 2.080)
C (2.899, -3.924, -3.246)
C (0.989, -0.412, 2.107)
C (-6.700, -2.593, -2.586)
C (0.528, -0.419, 0.646)
H (-0.460, -0.875, 0.582)
H (2.990, 0.778, 7.777)
H (-1.905, -4.991, 4.108)
H (-1.334, 3.187, -1.030)
H (-0.663, -5.067, -0.844)
H (0.114, 2.569, -3.188)
H (2.059, 2.603, -1.522)
H (4.112, 0.788, 2.357)
H (-2.755, -2.286, -3.806)
H (-2.193, -3.763, -2.943)
H (5.740, 5.078, 1.528)
H (-0.123, -3.589, -4.227)
H (2.598, -3.053, -3.829)
H (2.525, -1.088, 6.067)
H (-0.680, -4.517, 2.932)
H (-4.810, 0.068, -0.155)
H (-3.332, -4.907, -0.441)
H (0.586, 0.427, 2.676)
H (-2.807, 1.146, -0.719)
H (-0.296, -3.611, 0.081)
H (4.924, 0.398, 0.008)
H (-5.036, -5.322, 1.192)
H (3.533, 2.182, -0.769)
H (2.424, -1.083, -4.106)
H (3.561, 4.151, -2.990)
H (5.230, -0.896, 1.203)
H (-0.616, -5.168, 0.900)
H (-1.148, 7.339, -2.363)
H (-2.698, -0.523, -0.528)
H (-1.419, 2.461, -4.125)
H (4.149, -0.688, -4.342)
H (-1.464, 4.028, 1.339)
H (-2.150, 0.025, 1.565)
H (-0.990, 1.491, -2.730)
H (-5.046, 0.875, -1.692)
H (4.856, 3.771, -1.778)
H (-2.683, 0.223, -2.260)
H (3.743, -3.631, -2.622)
H (-2.996, 0.114, 3.145)
H (3.334, -4.595, -3.987)
H (5.751, 0.875, 2.931)
H (3.075, 0.420, -4.954)
H (3.549, 4.632, -1.198)
H (-0.104, 5.328, 2.892)
H (-3.565, -3.132, -0.229)
H (-7.559, -2.890, -1.985)
H (0.450, 3.729, 3.276)
H (-2.482, 4.673, 2.577)
H (-0.665, -2.113, -4.986)
H (1.457, -6.003, 0.002)
H (1.084, -1.056, -0.041)
H (2.954, 2.009, 6.408)
H (-3.801, -0.023, 1.581)
H (-6.941, -2.624, -3.649)
H (4.538, 5.484, 2.827)
H (-1.296, -3.356, 4.199)
H (-2.747, 3.314, -2.046)
H (-0.822, 4.514, 4.312)
H (2.042, -0.138, 2.166)
H (1.783, -4.570, 0.984)
H (-5.118, -3.596, 1.535)
H (2.410, 0.209, 4.854)
H (-4.774, -4.205, -0.968)
H (-0.214, 6.735, -3.758)
H (0.601, 7.261, -2.253)
H (-5.764, -3.148, -2.532)
H (6.546, 0.125, 0.723)
H (4.000, 4.804, 1.326)

Löwdin population analysis, charges in e, atoms 1 to 4: 0.66, 0.83, 0.83, 0.74

# 3
Here is a cluster of 3 separate species, C34H68Cl2N6O3PSSi in total in a non-equilibrium geometry from the Open Molecules 2025 dataset. Energies are from wB97M-V/def2-TZVPD.

Output
net charge: +1
energy relative to the best compared isomer or geometry (same formula, charge and spin): 0.000 eV
E_HOMO (spin up / spin down): -0.3839 / -0.3855 hartree
total energy: -104477.6717 eV
multiplicity: 3
frontier orbital gap (spin up / spin down): 6.201 / 6.245 eV
lowest unoccupied orbital energy (spin up / spin down): -4.2 / -4.2 eV

Atoms and positions in Å:
Cl (0.609, -5.086, 0.125)
Cl (1.371, -4.528, 2.858)
S (-4.852, -6.241, -3.013)
P (-1.818, -0.621, -0.147)
Si (0.793, -3.580, -7.066)
O (2.379, 0.129, 2.877)
O (-1.750, 3.581, 0.789)
O (0.657, -5.125, -6.291)
N (-2.816, 4.263, 1.244)
N (3.639, 0.050, 2.426)
N (-2.294, -4.311, -0.841)
N (-1.054, -2.707, -2.037)
N (-1.963, -6.142, -3.032)
N (-1.402, -4.867, -3.102)
C (4.550, 2.012, 3.724)
C (-0.578, -4.331, -4.228)
C (2.214, -2.564, -6.241)
C (3.568, -2.206, 3.549)
C (-1.947, 6.032, -0.329)
C (-4.551, 4.187, 3.034)
C (-0.108, -2.260, 2.513)
C (-0.522, -5.274, -5.501)
C (-3.102, 2.255, 2.746)
C (-3.624, -0.619, -0.691)
C (4.372, -0.912, 3.299)
C (-1.914, 5.865, 3.553)
C (-1.546, 6.260, 2.127)
C (5.405, 1.065, 4.561)
C (-0.833, 0.817, -0.854)
C (-0.311, -3.831, 2.514)
C (-1.040, -2.300, -0.608)
C (-0.830, -2.577, -7.168)
C (-4.183, 0.788, -1.180)
C (-2.114, 4.358, 3.668)
C (-2.523, 5.715, 1.069)
C (-0.804, -4.433, 1.096)
C (0.530, 0.365, -1.588)
C (-1.589, -4.059, -2.069)
C (-3.240, -6.110, -3.272)
C (-1.715, -3.454, 0.260)
C (-3.840, 6.523, 1.109)
C (3.188, 2.409, 1.661)
C (4.179, 1.439, 2.343)
C (5.644, -1.409, 2.576)
C (-3.107, 3.793, 2.635)
C (4.752, -0.309, 4.664)
C (1.319, -3.935, -8.893)
C (5.421, 1.468, 1.419)
H (-4.514, 1.396, -0.289)
H (1.671, -4.991, -9.049)
H (-1.379, 1.455, -1.600)
H (5.080, 2.962, 3.602)
H (-4.622, 5.184, 3.467)
H (5.563, 2.457, 0.976)
H (-5.229, 4.130, 2.179)
H (-1.065, -1.718, 2.278)
H (-1.866, 7.112, -0.477)
H (-3.885, -1.422, -1.461)
H (-0.519, -6.348, -5.124)
H (-0.489, 1.436, 0.032)
H (2.411, -2.908, -5.185)
H (6.411, 0.978, 4.139)
H (6.439, -0.669, 2.526)
H (3.856, -0.217, 5.289)
H (-2.575, -3.050, 0.861)
H (1.155, -0.286, -0.916)
H (0.412, -3.726, -9.540)
H (2.899, 2.045, 0.671)
H (-0.943, 5.626, -0.470)
H (-1.748, -3.093, -6.767)
H (-2.453, 4.117, 4.681)
H (-1.738, -2.194, -2.620)
H (-1.046, -3.336, -4.517)
H (0.186, -1.950, 3.565)
H (0.058, -2.292, -0.316)
H (-1.023, -2.156, -8.204)
H (4.174, -2.946, 4.077)
H (6.352, 1.250, 1.940)
H (5.315, 0.766, 0.588)
H (-2.591, 5.638, -1.120)
H (-1.118, 6.178, 4.234)
H (-1.139, 3.870, 3.551)
H (0.470, -4.185, -3.819)
H (-1.444, -5.338, 1.340)
H (-3.677, 7.549, 0.773)
H (-3.799, 1.806, 2.032)
H (3.642, 3.395, 1.533)
H (1.134, 1.298, -1.794)
H (-1.465, -5.199, -6.135)
H (6.079, -2.265, 3.098)
H (2.281, 2.567, 2.248)
H (-5.139, 0.567, -1.759)
H (-4.271, 6.611, 2.104)
H (0.330, -0.162, -2.569)
H (5.415, -1.735, 1.557)
H (-0.535, 5.892, 1.919)
H (3.247, -2.656, 2.607)
H (-3.402, 1.937, 3.747)
H (1.902, -1.471, -6.243)
H (2.683, -2.038, 4.166)
H (-2.814, 6.399, 3.876)
H (3.130, -2.711, -6.887)
H (-0.684, -1.656, -6.508)
H (-4.233, -0.900, 0.229)
H (2.122, -3.179, -9.169)
H (5.533, 1.483, 5.563)
H (3.638, 2.244, 4.286)
H (-4.950, 3.512, 3.795)
H (-4.592, 6.083, 0.448)
H (-3.516, 1.344, -1.890)
H (0.756, -1.928, 1.857)
H (5.424, -0.987, 5.199)
H (-3.313, -4.174, -0.872)
H (-1.011, -4.158, 3.345)
H (-1.491, 7.350, 2.060)
H (-2.112, 1.824, 2.577)

Löwdin population analysis, charges in e, atoms 1 to 4: 0.59, 0.56, 0.79, 1.01

# 4
Here is a cluster of 3 separate species, C34H69N3O9P2 in total in a non-equilibrium geometry from the Open Molecules 2025 dataset. Energies are from wB97M-V/def2-TZVPD.

Output
E_HOMO (spin up / spin down): -0.2990 / -0.3395 hartree
total energy: -77854.3828 eV
multiplicity: 3
frontier orbital gap (spin up / spin down): 8.448 / 9.548 eV
lowest unoccupied orbital energy (spin up / spin down): 0.3 / 0.3 eV

Atoms and positions in Å:
P (-6.774, 2.059, 2.099)
P (-5.035, 1.392, -2.461)
O (-2.795, 2.963, -0.472)
O (-2.925, -1.965, 4.220)
O (-3.848, 1.306, -3.523)
O (-7.996, 3.019, 1.715)
O (-5.831, 0.033, -2.783)
O (-7.138, 0.739, 2.622)
O (6.493, 1.829, -3.821)
O (-5.872, 2.921, 3.096)
O (-4.823, 2.914, 0.439)
N (-3.275, -2.932, 4.992)
N (-5.878, 2.680, -2.498)
N (6.096, 0.831, -4.528)
C (-0.876, 0.588, 0.970)
C (-4.130, -2.469, 6.132)
C (0.321, -0.112, 0.305)
C (-5.268, 0.615, 0.225)
C (4.195, 3.936, -0.247)
C (2.603, 1.092, 0.623)
C (4.521, 0.195, -6.381)
C (-4.058, -3.449, 7.323)
C (1.637, -0.020, 1.093)
C (-2.797, -0.927, 0.077)
C (-3.829, 2.395, -0.313)
C (7.095, -0.284, -4.541)
C (-2.813, -4.283, 3.004)
C (5.022, 2.878, 0.483)
C (7.690, -0.405, -3.144)
C (-3.079, 0.024, -1.083)
C (-5.171, -3.914, 3.756)
C (-3.608, -5.421, 5.034)
C (6.439, -1.634, -4.868)
C (-3.727, -4.129, 4.213)
C (-3.595, -1.125, 6.609)
C (3.950, 0.528, 0.177)
C (-5.572, -2.304, 5.648)
C (7.645, 0.403, -6.936)
C (8.192, 0.038, -5.557)
C (5.498, 1.258, -5.833)
C (4.700, 2.533, -5.593)
C (-5.900, 1.987, 0.518)
C (-6.110, -3.519, 4.894)
C (6.620, 1.532, -6.836)
C (3.936, 5.188, 0.591)
C (5.049, 1.526, -0.231)
C (-2.029, -0.368, 1.284)
C (-4.237, 1.015, -0.820)
H (4.337, -0.079, 1.002)
H (-0.565, 1.037, 1.915)
H (4.089, -0.396, -5.574)
H (-5.627, -1.431, 4.990)
H (-6.648, 2.220, -0.246)
H (-1.230, 1.412, 0.355)
H (-2.257, -1.790, -0.317)
H (-5.925, 3.864, 2.889)
H (-3.342, -0.593, -1.944)
H (3.258, 3.515, -0.616)
H (-2.703, 0.086, 2.014)
H (3.782, 4.919, 1.638)
H (-4.332, -5.499, 5.840)
H (-6.262, -4.361, 5.575)
H (7.162, -2.430, -4.691)
H (6.907, -0.560, -2.400)
H (2.739, 1.805, 1.434)
H (3.048, 5.722, 0.257)
H (-1.770, -4.362, 3.311)
H (3.751, -0.172, -0.639)
H (-2.202, 0.598, -1.376)
H (-5.187, -3.127, 2.996)
H (5.045, 1.685, -1.313)
H (2.163, -0.975, 1.025)
H (7.207, -0.474, -7.418)
H (-3.746, -1.325, 0.442)
H (8.862, -0.821, -5.628)
H (6.115, -1.727, -5.900)
H (-3.112, -3.990, 7.333)
H (-2.904, -3.445, 2.316)
H (8.254, 0.481, -2.863)
H (3.697, 0.682, -6.901)
H (4.985, -0.486, -7.092)
H (4.787, 5.868, 0.559)
H (6.048, 3.254, 0.535)
H (0.085, -1.164, 0.129)
H (-6.015, -0.115, -0.075)
H (4.688, 2.772, 1.517)
H (-5.592, 3.339, -3.210)
H (4.765, 4.221, -1.136)
H (-4.124, -2.898, 8.260)
H (-2.552, -1.207, 6.917)
H (-3.840, 0.456, -3.981)
H (-8.471, 3.335, 2.494)
H (-4.868, -4.176, 7.327)
H (-3.086, -5.194, 2.471)
H (8.468, 0.721, -7.578)
H (-3.774, -6.275, 4.376)
H (-4.811, 0.269, 1.151)
H (-2.609, -5.515, 5.461)
H (8.363, -1.262, -3.122)
H (-6.731, 0.090, -2.436)
H (3.922, 2.373, -4.846)
H (0.498, 0.321, -0.684)
H (-3.667, -0.361, 5.840)
H (-1.592, -1.228, 1.800)
H (8.787, 0.875, -5.179)
H (2.146, 1.638, -0.205)
H (-7.093, -3.279, 4.484)
H (7.137, 2.451, -6.542)
H (5.331, 3.353, -5.259)
H (5.579, -1.810, -4.221)
H (-4.185, -0.802, 7.467)
H (1.427, 0.126, 2.154)
H (-5.521, -4.829, 3.272)
H (4.225, 2.827, -6.530)
H (6.169, 1.723, -7.812)
H (6.005, 1.050, -0.003)
H (-6.201, -2.085, 6.513)

Löwdin population analysis, charges in e, atoms 1 to 4: 0.46, 0.54, 0.16, -0.03